The following is a DFT calculation (ωB97M-V/def2-TZVPD) of C13H20N3O3RuSe as an isolated structure in a non-equilibrium geometry.

The geometry in XYZ format:
```
41
Properties=species:S:1:pos:R:3:forces:R:3
Ru 0.290700 0.534595 0.531012 -0.8565 -0.9860 -2.2369
C 2.907400 -2.662505 -2.951088 0.1029 -1.0441 -0.5352
N 2.772500 -1.429005 -2.221288 -1.5690 0.8613 1.0368
C 3.992000 -0.657505 -2.112588 0.9547 0.6510 0.2916
C 1.676300 -1.048305 -1.583788 0.3933 -2.0492 -1.5104
O 1.688900 -0.027605 -0.844788 -0.4455 1.6892 2.2774
C 0.357200 -1.834705 -1.706588 0.5011 -0.4729 -0.0605
O -0.699100 -1.196705 -0.989588 0.6935 1.1872 0.9115
C -1.755800 -0.586705 -1.730888 -0.6848 0.2438 -0.1238
C -1.723400 0.949795 -1.612288 -1.8730 -0.8298 -1.7525
O -0.885300 1.471795 -0.828388 1.8954 0.6804 2.3920
N -2.556600 1.710995 -2.302588 1.4673 -0.8928 1.1745
C -2.495600 3.153495 -2.204688 0.0830 1.1569 0.2658
C -3.660200 1.222795 -3.085388 -0.9323 -0.3720 -0.6273
H 3.534700 -2.505705 -3.828488 -0.1542 0.1196 0.0094
H 3.418600 -3.405105 -2.330088 -0.0586 0.1178 0.0572
H 1.959800 -3.082305 -3.270188 -0.1150 0.0704 -0.0195
H 4.434300 -0.526805 -3.102488 -0.1872 -0.0363 0.0493
H 3.804700 0.319995 -1.671088 0.0047 -0.1642 -0.1028
H 4.722500 -1.190505 -1.495088 -0.1529 -0.0281 -0.0534
H 0.082100 -1.968405 -2.758188 0.0755 0.0225 0.1481
H 0.484900 -2.826805 -1.245688 -0.0062 0.2390 -0.2107
H -1.713500 -0.892205 -2.781988 -0.0235 0.0635 0.1675
H -2.694500 -0.959505 -1.289988 0.2328 0.1137 -0.2123
H -1.569000 3.485895 -1.739988 -0.1236 -0.1003 -0.1017
H -2.575600 3.589895 -3.201888 0.0647 -0.1661 0.0342
H -3.339900 3.528295 -1.617788 0.0483 -0.1445 -0.0255
H -3.617500 0.157795 -3.281588 0.0965 -0.0764 0.0145
H -4.596700 1.440995 -2.563088 0.1119 -0.0352 0.0659
H -3.705500 1.756595 -4.035288 0.1722 -0.0796 0.0259
Se 0.305000 0.486495 2.774712 0.3797 0.5199 0.1558
C 0.202100 0.373595 4.715712 -0.0680 -0.3588 -0.5947
C 0.420500 -0.845005 5.353112 0.3255 -1.0420 -0.1116
C 0.316700 -0.868805 6.746712 0.3197 -0.4191 -1.6565
N 0.036700 0.232695 7.366612 -0.4208 -0.2619 3.1376
C -0.173100 1.393395 6.837512 0.2734 0.5981 -1.5607
C -0.097300 1.519295 5.447612 -0.4772 1.1262 -0.3169
H 0.654100 -1.756905 4.822112 -0.0043 0.0008 -0.1093
H 0.458800 -1.780705 7.318912 0.0164 0.0653 -0.0775
H -0.397900 2.238195 7.480112 0.0267 0.0045 -0.0840
H -0.264000 2.485195 4.992712 -0.0869 0.0283 -0.1310
```
Positions in Å, forces in eV/Å.

HOMO (spin up / spin down), eV: -17.86 / -17.90
E, eV: -92312.911
Net charge: +3
Energy relative to the best compared isomer or geometry (same formula, charge and spin), kJ/mol: 232.2